{
  "formula": "C22H29N3O6S2",
  "method": "ωB97M-V/def2-TZVPD",
  "fmax_ev_per_a": 1.0,
  "lumo_energy_ev": 0.378,
  "molar_mass_g_mol": 495.6,
  "orbital_gap_ev": 9.255,
  "energy_ha": -2267.8169,
  "e_homo_ha": -0.326,
  "elements": ["C", "C", "C", "C", "C", "N", "C", "C", "C", "O", "N", "C", "C", "C", "C", "S", "O", "O", "N", "C", "C", "O", "C", "C", "C", "C", "S", "C", "O", "O", "C", "C", "C", "H", "H", "H", "H", "H", "H", "H", "H", "H", "H", "H", "H", "H", "H", "H", "H", "H", "H", "H", "H", "H", "H", "H", "H", "H", "H", "H", "H", "H"],
  "xyz": [[-1.34519, 2.95119, 4.60772], [-0.18996, 2.67910, 3.69596], [-0.37733, 2.61940, 2.32271], [0.66955, 2.35234, 1.45872], [1.94333, 2.14125, 1.96988], [3.05459, 1.86595, 1.12773], [3.53470, 0.48727, 1.03623], [4.40555, 0.09274, 2.22368], [2.35049, -0.48754, 0.88798], [2.16307, -1.40143, 1.65756], [1.56714, -0.18453, -0.18145], [0.34189, -0.73710, -0.54352], [-0.21865, -1.84022, 0.09960], [-1.44744, -2.32081, -0.31705], [-2.10756, -1.70861, -1.36445], [-3.68008, -2.32393, -1.93585], [-4.57889, -1.22758, -2.14832], [-4.11461, -3.40421, -1.09351], [-3.23821, -2.89755, -3.46348], [-2.46138, -4.11758, -3.39062], [-1.97251, -4.46117, -4.80004], [-3.04566, -4.58721, -5.70104], [-3.81018, -3.40409, -5.75282], [-4.36014, -3.04670, -4.37234], [-1.56257, -0.61418, -2.01180], [-0.33863, -0.12702, -1.60290], [3.19318, 2.74127, -0.28437], [2.96835, 4.43745, 0.27972], [2.14752, 2.40102, -1.22472], [4.53105, 2.56563, -0.75596], [2.14609, 2.23020, 3.34179], [1.09637, 2.48595, 4.21053], [1.34599, 2.55722, 5.68500], [-2.26392, 3.06999, 4.04008], [-1.17377, 3.85829, 5.18650], [-1.47651, 2.13065, 5.31179], [-1.36583, 2.77274, 1.91504], [0.49428, 2.31248, 0.39581], [4.13715, 0.45832, 0.12145], [4.89354, -0.85314, 2.00610], [3.79346, -0.04045, 3.11120], [5.16074, 0.85339, 2.39872], [1.82406, 0.63389, -0.73314], [0.30600, -2.30336, 0.91829], [-1.91136, -3.16727, 0.16436], [-1.61558, -3.94351, -2.72337], [-3.07093, -4.94032, -2.99049], [-1.45494, -5.42161, -4.80517], [-1.28784, -3.67009, -5.14195], [-4.62229, -3.59666, -6.45511], [-3.18908, -2.57445, -6.12155], [-4.89756, -2.09915, -4.38758], [-5.03631, -3.84252, -4.02757], [-2.11475, -0.15931, -2.81790], [0.10526, 0.73091, -2.08702], [1.95173, 4.56158, 0.62738], [3.17068, 5.08358, -0.56554], [3.68282, 4.60832, 1.07347], [3.14175, 2.09637, 3.73359], [0.76863, 1.79367, 6.20464], [2.39857, 2.40538, 5.90726], [1.04214, 3.52582, 6.08016]],
  "forces_ev_per_angstrom": [[0.05, -0.01, -0.01], [0.03, 0.00, -0.13], [0.04, 0.02, 0.07], [-0.02, -0.12, 0.05], [-0.57, 0.29, 0.30], [0.14, 0.73, -0.62], [0.44, -0.46, 0.12], [-0.19, 0.05, -0.24], [0.16, 0.20, -0.17], [0.03, -0.13, 0.15], [0.00, 0.13, -0.36], [-0.25, -0.27, 0.07], [0.09, -0.01, 0.12], [-0.14, -0.01, -0.06], [-0.56, -0.36, -0.15], [0.33, 0.01, -0.25], [0.08, 0.16, -0.20], [0.29, -0.06, 0.05], [-0.12, 0.55, 0.84], [0.32, -0.51, -0.18], [0.16, 0.10, 0.34], [-0.09, -0.18, -0.09], [-0.16, 0.19, 0.22], [-0.39, 0.04, -0.38], [0.11, 0.14, 0.00], [-0.09, -0.06, 0.02], [0.19, 0.60, 0.31], [-0.03, -0.84, -0.09], [-0.20, 0.24, -0.03], [0.34, 0.02, 0.04], [-0.05, -0.02, -0.09], [0.04, -0.05, -0.11], [-0.03, 0.00, -0.04], [-0.07, 0.01, 0.01], [-0.06, 0.05, 0.09], [-0.07, -0.03, 0.10], [-0.11, 0.02, -0.03], [-0.06, -0.04, -0.06], [-0.03, -0.21, 0.12], [0.03, -0.09, 0.05], [0.02, -0.04, 0.07], [0.07, 0.07, -0.02], [-0.02, -0.23, 0.17], [-0.01, -0.01, 0.00], [0.01, -0.12, 0.10], [0.09, -0.16, -0.06], [0.11, 0.03, -0.04], [0.03, 0.11, 0.06], [-0.01, -0.09, 0.02], [0.03, 0.11, 0.06], [-0.07, -0.03, 0.00], [-0.09, -0.08, -0.16], [-0.01, 0.05, -0.09], [0.03, 0.14, -0.14], [0.01, 0.09, -0.09], [-0.13, 0.06, 0.05], [0.05, -0.06, -0.22], [0.12, 0.03, 0.14], [0.15, 0.01, 0.05], [-0.02, -0.03, 0.12], [0.05, 0.00, 0.06], [-0.01, 0.05, 0.11]]
}